89
Properties=species:S:1:pos:R:3:forces:R:3:mulliken_charge:R:1 method="wB97M-V/def2-TZVPD" homo_lumo_gap_ev="6.46 / 3.51"
C -2.3053 -3.0479 -0.1056 -0.02 -0.23 -0.08 0.718
S -5.4456 1.2115 -0.4002 -0.77 -0.29 0.69 0.862
C 0.8157 0.3663 2.2988 -0.48 -0.10 -0.16 0.763
C 4.5860 1.4283 -3.6002 0.02 0.15 -0.07 -0.723
Pb -1.8908 0.0347 -0.7883 -0.19 0.19 -1.29 2.163
H -3.7294 -0.8513 1.8234 -0.16 0.07 0.11 0.610
C 1.9006 -0.0804 3.0464 -0.02 -0.21 0.09 -0.891
S -3.7714 3.3002 -0.2343 0.80 0.44 -0.58 0.903
C -3.4892 -1.8311 1.4438 -0.10 -0.15 0.00 -0.806
H 6.0542 0.3029 -4.6680 0.11 0.00 -0.09 0.417
H -0.5897 1.9563 1.9765 -0.05 0.09 0.00 0.644
H 5.1204 2.3615 -3.6936 0.08 0.09 0.00 0.413
C -0.0478 2.2412 -3.0065 -0.01 0.00 0.07 -0.755
C 5.8555 0.1921 -0.6595 -0.17 -0.16 0.16 -0.415
C 0.8310 2.4377 3.5148 0.02 0.15 0.05 -0.672
C -0.5438 -3.9560 3.0254 -0.05 0.07 0.05 -0.719
O -3.6118 4.5966 0.3238 -0.40 0.32 0.18 -0.682
O -2.5825 2.4637 -0.2031 -0.29 0.20 0.09 -0.504
H -2.4631 -5.1697 -0.0591 0.10 -0.05 -0.06 0.629
Te 3.3633 -1.5323 0.1003 0.37 0.87 -0.05 0.620
O -5.0943 -6.0498 1.6820 -0.32 0.25 -0.57 -0.428
C -6.5311 0.4816 0.9446 0.06 0.15 0.10 0.574
C 3.2116 -0.9688 -3.3745 -0.17 0.14 -0.08 -0.267
H 4.5642 3.5401 0.5573 -0.14 0.04 0.04 0.400
C -2.7863 -4.2482 0.3994 -0.24 -0.38 0.19 -0.412
C 2.4541 0.7390 4.0145 0.04 -0.05 -0.02 -0.741
H -1.0804 -4.2145 3.9250 -0.05 0.03 0.12 0.446
C -3.6453 -4.1970 1.4785 0.60 0.87 -0.30 0.782
C 5.1080 0.2692 -4.1511 0.01 0.00 0.01 -0.590
H -0.1265 1.6012 -3.8754 0.02 -0.04 -0.09 0.479
C 4.5821 0.2266 -0.1077 -0.14 -0.28 0.09 0.267
H 1.0937 -5.4371 0.4631 0.02 -0.06 -0.07 0.458
H 0.1787 4.4903 0.1182 -0.05 0.09 0.07 0.419
C 2.7013 0.1915 -2.7996 -0.28 0.01 0.01 0.118
C -1.2672 -3.0694 -1.2402 -0.04 0.38 -0.05 -0.197
P 1.1599 0.0389 -1.8533 0.90 0.55 -0.43 0.776
H -0.0892 -5.9897 2.5626 0.02 -0.17 0.06 0.454
F -5.3353 3.9127 -2.3277 -0.04 -0.01 0.23 -0.217
H 2.3082 -1.0690 2.8659 -0.03 0.11 0.08 0.348
C 4.4170 -0.9282 -4.0486 0.06 -0.04 -0.03 -0.668
C 0.7709 -3.3363 0.6646 -0.01 0.12 0.11 -0.846
O -0.7881 -1.9212 -1.5505 -0.68 -0.26 0.17 -0.737
C 0.2223 -2.3170 1.4378 -0.16 0.16 -0.06 1.100
O -3.3778 -5.7589 3.1391 0.73 0.32 0.44 -0.367
H 1.2030 -3.1209 -0.3034 0.00 0.01 -0.03 0.443
H 7.5787 1.3933 -1.1352 0.09 -0.11 -0.10 0.394
C 6.5762 1.3765 -0.7293 0.08 -0.34 -0.05 -0.448
C 0.0179 -4.9628 2.2545 0.05 -0.02 -0.05 -0.717
C 0.6801 -4.6540 1.0799 -0.01 -0.06 0.07 -1.090
H -0.7374 5.3894 -1.9968 -0.05 0.08 0.02 0.379
O -6.2179 1.3260 -1.5852 -0.47 -0.08 -0.20 -0.596
C 0.2675 1.6215 2.5484 0.02 -0.14 0.04 -0.635
H -0.8959 -1.8492 3.2087 -0.01 0.04 0.12 0.543
H -4.6577 -2.9140 2.8779 -0.05 0.08 0.10 0.551
C 0.5739 2.5612 -0.6989 0.09 -0.12 -0.16 0.742
H -0.8731 3.9549 -3.9871 -0.06 -0.03 -0.08 0.422
C -0.4456 -2.6377 2.6199 0.12 0.02 -0.02 -0.659
C 1.6092 -0.4166 -0.2339 -0.40 -0.53 -0.15 -0.785
P 0.1927 -0.5828 0.8608 1.71 -0.25 0.99 1.550
F -7.6208 1.1824 1.2097 0.04 0.22 -0.30 -0.203
C 4.0999 1.4481 0.3434 -0.01 -0.06 0.09 0.044
H 0.4203 3.4184 3.6991 -0.08 0.10 0.03 0.505
H 0.9960 2.1749 0.2167 0.11 0.04 -0.01 0.289
C 4.9019 2.5711 0.2118 -0.37 -0.08 0.16 -0.555
C -0.4736 3.5545 -3.0674 0.01 0.03 -0.03 -0.755
F -3.2879 4.4950 -2.5964 0.00 0.02 0.39 -0.237
C 3.3777 1.3978 -2.9271 0.03 -0.10 -0.08 -0.518
C -4.0051 -2.9752 2.0221 -0.18 -0.34 0.23 -0.977
H 3.2996 0.3929 4.5897 0.08 -0.03 0.05 0.454
H 3.1264 1.5206 0.8062 -0.08 0.05 0.03 0.396
F -5.8112 0.4002 2.0660 0.24 0.03 0.23 -0.239
F -6.8925 -0.7549 0.6114 0.09 0.02 -0.32 -0.218
C 1.9302 2.0026 4.2381 -0.02 0.03 -0.02 -0.645
O -4.3552 0.2582 -0.4360 -0.13 -0.39 0.16 -0.600
C -4.1244 -5.5476 2.2005 -0.50 -0.58 0.00 0.086
H 2.9635 2.2991 -2.4997 0.01 0.09 0.05 0.376
O -0.9345 -4.1348 -1.7063 -0.14 -0.65 -0.11 -0.728
H 6.2791 -0.7333 -1.0197 0.09 -0.05 -0.10 0.409
H 4.8084 -1.8266 -4.4998 0.08 -0.09 -0.05 0.444
C 0.4987 1.7424 -1.8227 0.30 -0.04 0.12 0.102
N 6.1139 2.5402 -0.3108 0.38 0.48 -0.12 -0.632
H 2.6405 -1.8851 -3.3075 0.05 -0.10 0.03 0.466
C 0.1187 3.8656 -0.7607 0.00 0.16 -0.02 -0.990
N -5.0647 2.5847 0.2732 -0.17 -0.22 -0.10 -0.529
H 2.3776 2.6465 4.9804 0.01 0.06 0.08 0.412
F -3.8204 2.4171 -2.7336 -0.01 -0.16 0.07 -0.164
C -0.3947 4.3676 -1.9450 0.14 -0.02 0.10 -0.583
C -4.0854 3.5539 -2.0815 0.21 0.19 -0.18 0.662
N -2.6608 -1.8713 0.4067 -0.20 -0.57 0.05 0.109

79
Properties=species:S:1:pos:R:3:forces:R:3:mulliken_charge:R:1 method="wB97M-V/def2-TZVPD" homo_lumo_gap_ev=7.58 de_lowest_kj_mol=101.1 charge=-1
H 1.6203 -1.0287 -3.6099 -0.06 0.09 0.04 0.331
C -0.2629 0.5471 -4.8416 -0.02 0.07 0.00 -0.818
C -3.8311 -2.2567 0.1304 -0.10 -0.09 -0.09 1.266
C 1.3797 1.9847 2.0100 0.04 -0.01 0.17 -1.377
H 0.7419 -4.3511 1.7023 -0.03 0.03 -0.03 0.294
C -3.9101 -1.4897 2.7793 -0.01 -0.01 -0.05 -0.859
H 6.9625 -1.9199 1.6005 0.06 0.04 0.03 0.444
Br -1.6777 0.0775 2.9002 0.10 0.03 -0.03 -0.092
C 3.2623 -1.4248 3.5854 -0.12 0.00 -0.10 -0.609
O 5.3271 -0.1661 0.7132 -0.04 0.05 -0.14 -0.809
C -0.2517 1.6906 -2.7052 0.24 -0.05 0.09 0.630
H -1.0328 5.4565 0.4650 0.04 0.01 0.01 0.444
H -1.1261 -1.2155 -2.3761 -0.13 -0.04 0.10 0.129
C -4.2328 5.8504 -0.5897 0.01 0.01 -0.01 -0.359
C -3.6983 3.5270 -0.2983 0.03 0.03 -0.02 -0.053
C 0.8106 -3.2694 1.5924 0.01 0.06 -0.08 -0.523
H 1.6006 2.9415 2.4895 -0.03 -0.13 -0.04 0.323
H 0.0653 -0.2865 -5.4507 0.01 -0.03 -0.03 0.428
H -3.9282 -1.1781 3.8127 0.00 0.01 0.05 0.438
C 0.1407 0.6061 -3.5080 0.02 -0.16 -0.07 0.727
C 6.0006 -3.7165 0.9057 0.02 -0.02 0.02 -0.290
C -1.8640 -1.4809 -1.6304 0.16 0.07 -0.17 0.011
H -5.6050 4.2438 -0.9596 -0.04 -0.01 -0.01 0.400
H 3.7155 -2.3146 3.9993 0.03 -0.04 0.04 0.478
O -1.7845 1.5763 0.1352 0.28 -0.13 0.00 -0.099
C 4.0578 -2.0150 -0.1458 -0.05 -0.01 0.02 0.132
C 3.0889 0.9596 3.4294 0.01 -0.15 0.01 -0.900
H -4.9394 6.6229 -0.8621 -0.03 0.04 -0.01 0.389
C 6.1274 -2.3511 1.0674 -0.06 0.01 -0.06 -0.679
H 4.5201 0.2412 0.2627 -0.04 -0.01 0.21 0.379
C -2.0382 5.2091 0.1570 -0.01 -0.03 0.04 -0.243
C 3.6839 -0.1581 3.9722 0.00 0.06 -0.05 -0.811
C 1.0055 -0.4199 -2.9427 0.11 -0.06 0.13 -0.232
C 1.6867 -0.4695 2.0454 -0.17 -0.10 0.01 1.213
H -0.1052 -2.8026 1.9568 -0.03 0.00 -0.02 0.242
H 0.9724 -3.0050 0.5462 -0.05 0.00 0.04 0.149
C -1.4564 2.7836 0.4466 -0.02 0.25 0.01 0.380
H -4.6949 -3.3349 -1.5264 -0.01 -0.01 0.01 0.337
N 1.0887 -0.6558 -1.6879 -0.02 -0.25 -0.23 1.156
C -1.0610 2.6905 -3.2544 0.01 0.03 -0.13 -0.620
O 3.0974 0.1481 -0.4121 0.04 0.06 -0.14 -0.984
C 2.0879 0.8094 2.4662 0.00 0.16 0.07 1.015
H -1.3557 3.5225 -2.6294 -0.01 0.01 0.04 0.499
O 1.9307 -2.9045 2.3965 0.15 0.11 0.08 -0.491
C -4.6068 4.5160 -0.6438 0.02 -0.02 0.01 -0.815
C -4.9130 -2.3378 2.2881 0.06 0.05 0.03 -0.682
C -1.7405 -1.0038 -0.3488 -0.07 0.11 0.32 1.145
C 4.9128 -4.2513 0.2233 -0.02 0.01 0.00 -1.009
C -4.8658 -2.7090 0.9827 0.03 0.02 -0.04 -0.805
O 0.1867 1.7749 -1.4636 0.08 0.19 -0.19 -0.995
C -2.9132 -2.3096 -2.0869 0.04 0.05 0.01 -1.568
O 0.7587 -0.5774 1.1095 0.47 -0.24 0.25 1.000
C 3.9540 -3.3954 -0.2877 -0.02 0.00 -0.01 -0.301
H 6.7558 -4.3737 1.3195 0.03 -0.02 0.02 0.381
H -2.6512 7.2334 -0.1567 0.01 0.05 0.00 0.386
H 4.4778 -0.0573 4.6983 0.04 0.00 0.03 0.374
C 2.9924 -1.0946 -0.6599 0.17 -0.19 0.10 1.057
C 2.2533 -1.6106 2.6495 0.09 0.03 0.08 -0.369
H 4.8103 -5.3215 0.1047 0.00 -0.03 0.00 0.380
Ti -0.0817 0.4231 -0.1552 -1.15 -0.28 -0.41 -1.792
C 5.1642 -1.4858 0.5409 0.02 -0.03 0.00 0.489
C -2.7810 -1.3988 0.5872 0.08 -0.02 -0.05 0.452
H -2.9320 -2.6265 -3.1223 0.00 -0.01 -0.02 0.442
N -0.3346 3.1190 1.0184 0.04 -0.10 0.09 -1.386
C -2.9470 6.1936 -0.1917 -0.01 0.02 0.00 -0.736
H -5.7004 -2.6819 2.9432 -0.04 -0.01 0.05 0.389
H -3.9608 2.4796 -0.3478 -0.01 -0.03 0.00 0.465
N 0.4134 1.9610 1.1686 0.14 0.25 0.07 1.634
C -2.4132 3.8702 0.1088 -0.12 -0.12 0.04 0.179
C -3.8769 -2.6937 -1.2192 0.01 0.01 0.04 -0.938
C -1.4688 2.5986 -4.5700 0.00 -0.02 0.00 -0.639
H 3.3854 1.9531 3.7320 0.03 0.10 0.03 0.446
H 3.0854 -3.7803 -0.8050 -0.01 -0.02 -0.03 0.437
H -5.6202 -3.3623 0.5631 -0.03 -0.03 -0.02 0.328
H -1.3934 1.4745 -6.4069 -0.02 0.00 -0.06 0.384
H -2.1034 3.3742 -4.9791 -0.03 0.02 -0.03 0.414
C -1.0737 1.5298 -5.3767 0.03 0.00 0.05 -0.668
C -2.8972 -1.0423 1.9712 -0.02 -0.04 -0.04 0.684
N 2.0062 -1.6610 -1.3251 -0.09 0.43 -0.04 -1.150

78
Properties=species:S:1:pos:R:3:forces:R:3:mulliken_charge:R:1 method="wB97M-V/def2-TZVPD" spin_multiplicity=3 s2=2.03 homo_lumo_gap_ev="5.00 / 5.90" de_lowest_kj_mol=5.9 charge=+1
C 3.2057 -4.4806 -0.9850 -0.02 -0.02 -0.14 -0.334
H 2.1584 -1.3729 4.6328 -0.01 0.02 -0.02 0.472
C -5.2861 4.4644 3.2479 -0.01 -0.02 -0.10 -0.407
C 2.8658 5.4705 -3.1726 0.02 -0.01 -0.05 -0.193
H -1.2391 -3.2879 -1.8126 -0.06 0.02 -0.02 0.220
H 4.4647 -5.9423 -2.0728 -0.01 0.01 0.02 0.387
H 3.3402 1.5958 -1.1379 -0.02 -0.02 0.01 0.391
N 0.0206 1.1107 -1.0889 0.07 0.05 0.25 -0.350
H -1.0026 0.2567 -3.7663 0.05 0.00 0.06 0.514
C -2.4081 1.2295 1.6256 0.01 -0.10 0.00 -0.721
C -0.3689 2.3765 -0.8919 0.00 -0.02 -0.05 -0.359
C -0.5067 0.4292 3.4514 0.03 0.04 0.15 0.291
N -1.0161 -2.6754 -2.5848 -0.08 0.00 0.03 0.180
C -0.9266 -0.8086 -3.6233 -0.07 0.02 -0.04 -0.391
C -4.7081 4.3237 4.4666 0.05 -0.02 0.08 -0.555
H 2.7627 6.2165 -5.1867 0.00 0.00 0.01 0.362
H 2.0095 6.0279 -2.8170 0.01 0.00 -0.02 0.383
H -5.2795 -3.7506 -1.3846 0.01 0.00 0.01 0.455
H -1.4358 2.5518 -0.8358 0.00 -0.01 0.07 0.580
C 1.8861 3.1561 -0.8400 0.02 0.04 0.00 0.316
C -4.5892 -3.3763 -0.6407 0.03 0.04 -0.02 -0.615
H -0.5136 -4.0057 -4.1479 -0.01 0.02 0.04 0.484
C 3.1200 -3.9726 0.2822 0.04 0.01 0.14 0.313
C 3.5765 4.6370 -2.3233 -0.01 -0.05 0.11 0.258
C 2.2906 1.8464 -1.0670 0.00 -0.01 -0.07 -0.986
H 5.8826 3.6231 -4.5610 -0.01 0.00 0.01 0.362
C 1.1662 -2.4731 0.0277 0.07 -0.13 -0.09 -0.702
H 0.1663 4.4287 -0.6019 0.00 -0.02 0.00 0.498
H 0.5488 0.3208 5.3547 0.00 0.00 -0.02 0.458
C 1.3779 -1.5472 2.6074 0.04 -0.01 0.03 0.475
H -3.8460 -3.7064 2.6436 0.03 -0.02 -0.02 0.468
H -2.1834 -2.0232 2.0540 0.02 0.01 -0.02 0.264
C -2.7542 -1.9062 -0.0279 0.07 0.03 -0.11 -0.471
C -3.7811 -3.3494 1.6246 0.00 0.04 -0.03 -0.641
C 2.2628 -2.4907 2.1456 0.12 -0.09 0.06 -0.723
Pt -1.3805 -0.5242 -0.5626 -0.02 -0.24 -0.19 1.227
C 0.5252 3.4219 -0.7653 -0.02 0.02 0.02 -0.752
C -3.6441 3.3790 4.4578 0.03 0.02 0.17 -0.466
C 4.9399 -5.6393 0.0052 0.03 0.00 0.09 -0.380
Br -5.8883 -5.1879 1.1187 -0.01 0.01 0.00 -0.169
H 5.7740 -6.3003 0.1796 -0.03 0.02 -0.03 0.436
H 1.0553 -2.8162 -0.9949 -0.02 0.04 0.02 0.101
C 5.0227 4.1347 -4.1434 -0.06 0.06 -0.04 -0.418
C 1.4041 -1.0032 3.9486 -0.02 -0.01 -0.04 -1.223
H -3.0673 3.1286 5.3376 -0.05 0.02 -0.01 0.343
C -3.4285 2.8122 3.2359 -0.04 -0.01 -0.12 0.339
C -2.8454 -2.3846 1.2782 0.01 -0.13 0.03 0.045
C -0.5328 -0.1052 2.1398 -0.17 0.09 -0.15 -0.056
C -0.6693 -2.9843 -3.8420 0.01 -0.02 -0.06 -0.281
H -3.1569 1.4853 0.8854 0.02 -0.04 -0.03 0.353
S 4.3346 -4.6796 1.2818 -0.02 0.03 0.06 -0.181
N -1.1940 -1.3501 -2.4377 0.27 -0.18 -0.03 0.159
C -4.6390 -3.8490 0.6576 -0.02 -0.02 0.04 -0.076
C 4.6831 3.9588 -2.8077 0.03 0.02 -0.04 -0.097
S 3.0764 4.4640 -0.6117 -0.04 0.01 -0.06 -0.097
C -2.4259 1.8048 2.8736 0.04 0.01 0.07 0.948
C 2.1841 -2.9773 0.8197 -0.04 0.01 -0.08 0.707
C 1.3324 0.8603 -1.1872 0.02 0.05 -0.11 0.006
H -5.0259 4.8673 5.3448 0.01 -0.02 -0.03 0.399
H -6.1079 5.1003 2.9591 0.03 -0.01 0.04 0.423
C -0.5925 -1.8028 -4.5461 -0.03 0.05 -0.03 -0.849
N 4.3439 4.9200 -4.9767 -0.03 -0.01 0.08 -0.545
H 5.2735 3.3207 -2.1638 0.00 0.01 -0.01 0.433
C 3.2909 5.5747 -4.4907 0.07 -0.06 0.00 -0.379
C 0.3725 -1.0658 1.7245 0.30 -0.23 0.01 -0.130
C 0.5177 -0.0723 4.3460 -0.01 -0.01 -0.04 -1.247
C 4.2459 -5.4349 -1.1443 -0.08 0.05 -0.07 -0.601
C -3.6476 -2.4092 -0.9765 -0.12 0.07 0.03 -0.038
H 1.6154 -0.1691 -1.3578 0.01 -0.02 0.05 0.455
H -1.4119 1.7946 4.8008 0.00 -0.01 -0.03 0.370
H 3.0329 -2.8627 2.8126 -0.02 0.03 -0.01 0.447
H 2.5527 -4.1826 -1.7947 0.03 -0.02 0.00 0.405
N 0.2888 -1.5632 0.4458 -0.20 0.29 0.13 0.165
H -0.3428 -1.6721 -5.5846 -0.01 -0.02 0.04 0.442
H -3.6525 -2.0314 -1.9915 0.04 -0.01 -0.02 0.446
C -1.4374 1.3758 3.8028 -0.02 0.07 0.05 -0.619
N -1.4916 0.3141 1.2479 -0.29 0.31 0.06 0.379
S -4.5445 3.4545 2.0812 0.05 -0.04 -0.03 -0.105